<A>
16
Properties=species:S:1:pos:R:3:nbo_charge:R:1 method="wB97M-V/def2-TZVPD" e_homo_ev=-6.89 spin_multiplicity=1
C -0.11992 -0.40445 -1.55770 -0.48
C -1.95872 -0.70641 -0.05602 0.09
N -1.54161 -0.68025 -1.25460 -0.41
H -0.10557 0.32926 -2.36527 0.20
H 0.36279 -1.36772 -1.81645 0.22
H 0.36870 -0.08232 -0.63284 0.34
H -1.25241 -0.35841 0.72993 0.31
H -2.99933 -1.12808 0.11010 0.18
H -2.20393 -0.82485 -2.01283 0.41
N 1.29799 1.50128 0.71541 -0.90
C 1.38517 0.17243 1.41170 0.14
O 0.40261 -0.61653 1.01592 -0.94
H 0.51075 2.01068 1.10932 0.34
H 2.13639 2.06594 0.89349 0.34
H 2.40721 -0.27317 1.19889 0.10
H 1.30990 0.36259 2.51094 0.08

=====

<B>
16
Properties=species:S:1:pos:R:3:nbo_charge:R:1 method="wB97M-V/def2-TZVPD" e_homo_ev="-7.24 / -7.25" spin_multiplicity=1
C 0.27011 0.63431 0.60569 0.43
C -0.97070 -0.71493 -0.98026 -0.47
C 1.40042 -1.18293 0.31570 -0.52
N -0.45363 -0.46842 0.37629 -0.28
N 0.59144 1.59914 -0.29634 -0.80
O -1.84836 1.10007 0.81105 -1.11
H -2.22093 0.64587 1.57581 0.43
H 0.65893 0.76341 1.60780 0.21
H -0.06751 1.70628 -1.05377 0.42
H 1.06753 2.40213 0.08335 0.41
H -0.25079 -0.45745 -1.76358 0.18
H -1.88843 -0.14586 -1.10345 0.27
H -1.19895 -1.77763 -1.06358 0.21
H 1.78493 -1.24698 1.32800 0.21
H 2.08136 -0.71744 -0.39275 0.20
H 1.04459 -2.13957 -0.04996 0.21

=====

Most stable to least stable: <A>, <B>